Formula: C15H37IN8O21S
Source: the OMol25 dataset
Level of theory: ωB97M-V/def2-TZVPD

* Kohn-Sham gap: 8.824 eV
* spin multiplicity: 1
* highest occupied orbital energy: -9.049 eV

Structure (XYZ):
```
83
C15H37IN8O21S ωB97M-V/def2-TZVPD
C 2.998 -2.702 0.402
C 3.175 -1.200 0.706
I 3.721 -1.047 2.811
C 1.845 -0.497 0.608
O 1.351 -0.484 -0.741
S 0.331 0.787 -1.016
O 0.435 1.082 -2.413
O -1.184 0.153 -0.866
C -1.613 0.276 0.499
C -2.792 -0.607 0.813
C -2.465 -2.095 1.019
C -1.287 -2.601 0.263
O -0.251 -2.901 0.740
O -1.488 -2.749 -1.048
H 2.603 -3.163 1.295
H 3.924 -3.139 0.079
H 2.227 -2.778 -0.355
H 3.951 -0.764 0.102
H 1.147 -1.068 1.215
H 1.851 0.498 1.037
H -1.920 1.307 0.650
H -0.835 0.087 1.237
H -3.601 -0.486 0.114
H -3.181 -0.246 1.758
H -3.321 -2.676 0.692
H -2.309 -2.331 2.064
H -0.758 -3.287 -1.376
C 2.555 -0.929 -3.968
N 3.570 -1.800 -3.310
O 3.700 -1.715 -2.107
O 4.207 -2.548 -4.031
H 2.071 -0.325 -3.213
H 3.080 -0.308 -4.689
H 1.841 -1.580 -4.464
C 1.297 5.394 0.446
N 0.564 4.100 0.459
O 1.207 3.079 0.584
O -0.647 4.153 0.343
H 2.356 5.194 0.560
H 1.092 5.878 -0.504
H 0.921 5.984 1.275
C -2.355 -4.032 5.492
N -3.186 -3.089 4.694
O -4.390 -3.226 4.726
O -2.588 -2.241 4.057
H -3.014 -4.726 6.001
H -1.697 -4.551 4.802
H -1.784 -3.442 6.203
C -7.104 0.510 -1.326
N -6.758 0.363 0.116
O -5.923 -0.473 0.411
O -7.328 1.092 0.897
H -6.520 -0.204 -1.895
H -8.167 0.314 -1.430
H -6.867 1.527 -1.617
C 7.550 -3.602 1.603
N 6.390 -3.814 2.512
O 6.556 -3.600 3.696
O 5.357 -4.188 1.998
H 8.396 -3.272 2.194
H 7.760 -4.548 1.115
H 7.260 -2.845 0.879
C 5.635 -2.683 -6.764
N 5.106 -2.380 -8.123
O 3.978 -2.746 -8.384
O 5.846 -1.783 -8.880
H 4.876 -3.212 -6.205
H 6.524 -3.295 -6.890
H 5.877 -1.738 -6.289
C -1.857 6.068 4.452
N -0.671 6.311 3.586
O -0.593 7.380 3.015
O 0.144 5.413 3.509
H -2.491 6.946 4.423
H -2.375 5.198 4.058
H -1.494 5.880 5.458
C -5.211 4.540 -1.105
N -6.508 4.204 -1.759
O -7.374 3.698 -1.068
O -6.608 4.457 -2.941
H -5.270 4.259 -0.060
H -4.432 3.983 -1.617
H -5.059 5.609 -1.214
```

=====

Formula: C31H27CoN4O4S
Source: the OMol25 dataset
Level of theory: ωB97M-V/def2-TZVPD

* ΔE to the lowest compared entry with this formula, charge and spin: 0.0 kcal per mole
* net charge: -1
* Kohn-Sham gap (spin up / spin down): 6.409 / 6.455 eV
* spin multiplicity: 2
* highest occupied orbital energy (spin up / spin down): -4.249 / -4.295 eV

Structure (XYZ):
```
68
C31H27CoN4O4S ωB97M-V/def2-TZVPD
Co -0.197 0.023 0.287
O 1.138 -1.314 0.724
C 1.231 -1.911 1.852
C 2.152 -2.991 1.990
C 2.224 -3.745 3.133
C 1.419 -3.460 4.248
C 0.585 -2.368 4.177
C 0.480 -1.578 3.022
C -0.307 -0.372 3.104
N -0.498 0.442 2.141
C -1.237 1.686 2.382
C -1.477 2.373 1.031
N -1.685 1.293 0.089
C -2.702 1.253 -0.676
C -3.155 0.066 -1.363
C -4.062 0.210 -2.418
C -4.632 -0.872 -3.051
C -4.314 -2.152 -2.574
C -3.458 -2.330 -1.516
C -2.810 -1.238 -0.857
O -2.011 -1.439 0.117
H 2.792 -3.195 1.139
H 2.927 -4.570 3.179
H 1.478 -4.060 5.145
H -0.013 -2.089 5.040
H -0.721 -0.133 4.089
H -0.660 2.337 3.043
H -2.191 1.452 2.864
H -0.589 2.930 0.736
H -2.343 3.042 1.087
H -3.341 2.141 -0.746
H -4.311 1.216 -2.745
H -5.317 -0.740 -3.878
H -4.759 -3.022 -3.047
H -3.233 -3.325 -1.150
C 4.303 -2.862 -1.368
O 2.993 -3.378 -1.216
C 2.771 -4.688 -1.392
C 3.758 -5.627 -1.673
C 3.450 -6.981 -1.721
C 2.157 -7.413 -1.483
C 1.164 -6.476 -1.236
C 1.444 -5.119 -1.222
N 0.396 -4.218 -0.918
C 0.102 -2.993 -1.365
C 0.451 -2.382 -2.563
C 0.847 -3.114 -3.725
C 1.041 -2.508 -4.922
C 0.864 -1.094 -5.016
C 0.496 -0.354 -3.945
C 0.275 -0.947 -2.640
O -0.004 -0.188 -1.688
H 4.225 -1.802 -1.147
H 4.660 -3.003 -2.392
H 4.995 -3.332 -0.664
H 4.777 -5.300 -1.823
H 4.236 -7.696 -1.928
H 1.915 -8.467 -1.498
H 0.142 -6.795 -1.068
H -0.176 -4.519 -0.142
H -0.591 -2.462 -0.722
H 0.929 -4.191 -3.658
H 1.295 -3.086 -5.801
H 1.023 -0.604 -5.970
H 0.365 0.719 -4.008
S 3.941 2.661 0.300
C 2.413 2.046 0.215
N 1.326 1.625 0.157
```

=====

Formula: C3H2LiO3Yb
Source: the OMol25 dataset
Level of theory: ωB97M-V/def2-TZVPD

* ΔE to the lowest compared entry with this formula, charge and spin: 52.3 kcal per mole
* Kohn-Sham gap (spin up / spin down): 3.168 / 5.509 eV
* spin multiplicity: 2
* highest occupied orbital energy (spin up / spin down): -4.476 / -6.833 eV

Structure (XYZ):
```
10
C3H2LiO3Yb ωB97M-V/def2-TZVPD
O 0.517 1.982 -1.428
O -0.719 -0.383 -0.446
C -0.948 -1.574 0.149
C 0.161 0.563 0.170
O -0.382 -1.763 1.255
C 1.121 1.090 -0.694
Li -2.265 -2.810 -0.894
H 2.105 1.490 -0.378
H -0.505 1.768 -0.099
Yb 0.916 -0.362 2.366
```

=====

Formula: C2H6O
Source: the OMol25 dataset
Level of theory: ωB97M-V/def2-TZVPD

* ΔE to the lowest compared entry with this formula, charge and spin: 95.8 kcal per mole
* Kohn-Sham gap: 8.076 eV
* spin multiplicity: 1
* highest occupied orbital energy: -7.590 eV

Structure (XYZ):
```
9
C2H6O ωB97M-V/def2-TZVPD
C -0.158 0.162 1.106
C 0.886 -0.107 -1.141
O -0.418 -0.491 -0.147
H 0.743 -0.315 1.483
H 0.047 1.220 0.929
H -1.012 0.014 1.775
H 0.802 -0.992 -1.795
H 0.380 0.703 -1.709
H -1.271 -0.195 -0.501
```

=====

Formula: C33H54F3N5O7P
Source: the OMol25 dataset
Level of theory: ωB97M-V/def2-TZVPD

* net charge: +1
* Kohn-Sham gap (spin up / spin down): 4.161 / 4.766 eV
* spin multiplicity: 3
* highest occupied orbital energy (spin up / spin down): -10.387 / -10.990 eV

Structure (XYZ):
```
103
C33H54F3N5O7P ωB97M-V/def2-TZVPD
C 5.390 7.757 -2.107
C 3.850 7.249 -1.747
O 3.808 6.033 -0.913
C 4.351 4.872 -1.686
C 5.693 4.367 -0.864
O 6.564 3.455 -1.676
C 5.838 2.144 -1.582
C 4.849 1.656 -2.808
P 4.581 2.660 -4.452
N 5.761 3.774 -4.697
N 4.095 0.351 -2.675
C 4.177 -0.611 -1.510
C 5.149 -0.226 -0.223
O 5.213 -1.167 0.933
C 4.059 -0.730 1.779
N 3.101 -0.262 2.551
C 6.021 1.164 -0.241
C 7.060 1.655 0.955
O 6.683 1.797 2.252
O 8.492 2.012 0.679
C 9.049 1.029 -0.290
C 10.688 0.983 -0.329
C 11.331 -0.405 0.342
F 10.663 -1.037 1.533
C 12.532 -1.112 -0.184
F 13.677 -0.454 -0.860
F 12.599 -2.608 -0.019
H 5.672 8.757 -1.561
H 6.219 6.972 -1.825
H 5.416 7.849 -3.297
H 3.184 7.134 -2.707
H 3.383 8.118 -1.081
H 4.556 5.178 -2.798
H 3.518 4.043 -1.651
H 5.293 3.832 0.124
H 6.354 5.276 -0.460
H 3.271 3.302 -4.453
H 4.670 1.692 -5.530
H 5.358 4.733 -4.778
H 3.447 0.082 -3.470
H 3.568 -1.637 -1.510
H 8.628 1.365 -1.350
H 8.593 -0.019 0.030
H 11.199 1.877 0.243
H 11.057 1.065 -1.453
C -2.417 1.717 1.212
C -2.388 0.439 0.323
C -3.521 -0.550 0.723
C -3.232 -1.379 1.965
C -1.885 -2.079 1.832
C -0.730 -1.085 1.547
N -1.017 -0.175 0.380
O -0.846 -0.932 -0.793
C -0.459 -0.264 2.838
C 0.591 -1.902 1.360
C -2.778 0.991 -1.094
H -1.686 1.726 2.017
H -2.184 2.617 0.628
H -3.400 1.869 1.668
H -3.706 -1.248 -0.105
H -4.464 -0.009 0.870
H -3.264 -0.748 2.858
H -4.019 -2.131 2.091
H -1.684 -2.643 2.753
H -1.949 -2.823 1.030
H 0.286 0.521 2.658
H -0.065 -0.905 3.637
H -1.354 0.195 3.259
H 0.519 -2.647 0.558
H 0.844 -2.459 2.270
H 1.436 -1.238 1.138
H -2.000 1.651 -1.495
H -3.707 1.572 -1.040
H -2.955 0.192 -1.823
C -7.666 -4.380 -1.217
C -7.067 -3.945 0.152
C -7.319 -5.023 1.246
C -8.721 -5.017 1.832
C -9.088 -3.620 2.314
C -8.950 -2.554 1.197
N -7.602 -2.590 0.520
O -6.678 -1.995 1.398
C -10.093 -2.771 0.168
C -9.279 -1.152 1.806
C -5.521 -3.962 -0.122
H -8.623 -3.924 -1.459
H -7.013 -4.092 -2.051
H -7.803 -5.465 -1.271
H -6.613 -4.874 2.075
H -7.104 -6.024 0.849
H -9.443 -5.383 1.094
H -8.766 -5.715 2.676
H -10.116 -3.634 2.702
H -8.448 -3.359 3.166
H -9.982 -2.102 -0.694
H -11.072 -2.558 0.616
H -10.165 -3.797 -0.194
H -8.637 -0.898 2.659
H -10.309 -1.115 2.180
H -9.177 -0.361 1.052
H -5.232 -3.182 -0.837
H -5.214 -4.927 -0.546
H -4.929 -3.823 0.790
```

=====

Formula: C23H25LaN5O3S
Source: the OMol25 dataset
Level of theory: ωB97M-V/def2-TZVPD

* net charge: +1
* Kohn-Sham gap: 7.474 eV
* spin multiplicity: 1
* highest occupied orbital energy: -10.169 eV

Structure (XYZ):
```
58
C23H25LaN5O3S ωB97M-V/def2-TZVPD
La 2.142 -0.476 -0.253
C -2.648 4.345 3.963
C -1.854 3.787 2.812
C -0.673 3.079 3.037
C 0.055 2.547 1.986
C -0.407 2.728 0.687
C -1.570 3.443 0.434
C -2.284 3.966 1.500
S 0.409 1.976 -0.669
O 1.848 1.872 -0.270
O 0.123 2.709 -1.858
N -0.015 0.459 -0.664
C -1.001 -0.162 -1.439
C -2.091 0.450 -1.998
C -3.061 -0.291 -2.709
C -2.951 -1.641 -2.845
C -1.836 -2.307 -2.280
C -1.647 -3.703 -2.393
C -0.548 -4.297 -1.848
C 0.386 -3.486 -1.183
N 0.254 -2.187 -1.048
C -0.856 -1.574 -1.586
H -2.012 4.545 4.825
H -3.419 3.638 4.277
H -3.150 5.272 3.685
H -0.308 2.960 4.051
H 0.978 2.016 2.175
H -1.894 3.612 -0.586
H -3.185 4.538 1.308
H -2.198 1.523 -1.911
H -3.904 0.230 -3.144
H -3.698 -2.214 -3.381
H -2.388 -4.291 -2.923
H -0.380 -5.362 -1.922
H 1.275 -3.937 -0.749
N 2.896 -0.683 -4.852
C 2.938 -0.802 -3.522
O 1.935 -0.510 -2.842
C 4.205 -1.316 -2.890
C 4.419 -0.724 -1.487
H 2.057 -0.344 -5.294
H 3.701 -0.888 -5.415
H 5.039 -1.132 -3.575
H 4.089 -2.403 -2.839
H 4.812 0.294 -1.615
H 5.233 -1.279 -1.008
C -1.411 -1.207 2.035
C -0.123 -1.171 2.778
N 1.091 -0.981 2.296
C 1.950 -0.988 3.390
C 1.250 -1.177 4.530
N -0.061 -1.292 4.122
H -1.229 -1.104 0.970
H -2.056 -0.384 2.349
H -1.938 -2.146 2.215
H 3.016 -0.855 3.287
H 1.551 -1.243 5.561
H -0.855 -1.437 4.724
```

=====

Formula: C5H6N2
Source: the OMol25 dataset
Level of theory: ωB97M-V/def2-TZVPD

* ΔE to the lowest compared entry with this formula, charge and spin: 159.5 kcal per mole
* Kohn-Sham gap: 8.662 eV
* spin multiplicity: 1
* highest occupied orbital energy: -7.881 eV

Structure (XYZ):
```
13
C5H6N2 ωB97M-V/def2-TZVPD
C 0.048 1.467 0.339
N -0.486 0.272 -0.726
N 1.047 0.658 0.919
C 1.241 -0.375 -0.084
C -1.495 -0.550 -0.353
C 1.916 -1.241 -0.669
C -2.336 -1.258 0.129
H -0.287 0.288 -1.719
H 0.738 0.234 1.787
H -0.749 1.793 1.005
H 0.457 2.206 -0.350
H 2.933 -1.537 -0.793
H -3.027 -1.957 0.514
```

=====

Formula: C4H7ClS
Source: the OMol25 dataset
Level of theory: ωB97M-V/def2-TZVPD

* ΔE to the lowest compared entry with this formula, charge and spin: 15.1 kcal per mole
* Kohn-Sham gap: 8.281 eV
* spin multiplicity: 1
* highest occupied orbital energy: -8.755 eV
* SMILES: C[C@H](C=S)CCl

Structure (XYZ):
```
13
C4H7ClS ωB97M-V/def2-TZVPD
C 0.245 -1.266 -0.759
C 0.028 -0.110 0.293
C 0.972 0.989 0.119
C -1.381 0.373 0.476
H 0.731 -0.927 -1.641
H 0.816 -2.131 -0.348
H -0.758 -1.637 -1.124
H 0.251 -0.589 1.260
H 1.951 0.755 0.318
H 0.926 1.385 -0.899
H -1.644 1.414 0.414
S -2.769 -0.573 0.612
Cl 0.633 2.315 1.280
```